Formula: BF4H24O12
Source: the Open Molecules 2025 dataset
Level of theory: wB97M-V/def2-TZVPD

## Properties
Total charge: -1
Energy relative to the best compared isomer or geometry (same formula, charge and spin), kJ/mol: 151.6
Total energy, Ha: -1341.9280
HOMO level, eV: -7.7523
LUMO level, eV: 2.412
2S+1: 1

Each line ends with the natural charge from an NBO analysis.
Positions of all 41 atoms, in Å:
B 0.1147 0.3524 0.3579  1.2940
F -1.0734 0.3450 -0.4090  -0.5752
F 0.3058 1.5554 0.8927  -0.5373
F -0.1814 -0.4252 1.4091  -0.5779
F 1.1621 -0.3277 -0.1668  -0.5456
O 1.1641 -1.6983 4.3939  -0.9385
H 0.9560 -1.1665 5.1620  0.4570
H 0.5986 -1.3534 3.7028  0.4813
O 2.4031 2.8293 1.9238  -0.9697
H 1.5267 2.6432 2.2606  0.4707
H 2.4000 2.4713 1.0360  0.4909
O -3.3673 1.2637 -1.4277  -0.9577
H -2.5389 1.1860 -0.9544  0.4892
H -3.4468 2.1979 -1.6204  0.4594
O -0.4328 -1.9897 -1.5251  -0.9793
H -0.0396 -1.2927 -1.0000  0.4748
H -1.1792 -2.2893 -1.0061  0.4902
O -0.9603 -3.4477 2.2152  -0.9689
H -0.1582 -2.9878 1.9677  0.5011
H -0.7918 -4.3626 1.9895  0.4684
O -1.5030 3.4174 0.6452  -0.9436
H -2.4502 3.4945 0.7601  0.4568
H -1.3408 2.4745 0.6153  0.4799
O 1.6692 -2.5834 1.4138  -0.9709
H 2.4441 -2.8379 0.9129  0.4717
H 1.3965 -1.7510 1.0278  0.4968
O -2.7744 -1.5119 0.9403  -0.9789
H -2.2114 -2.1788 1.3334  0.4856
H -2.2072 -0.7474 0.8405  0.4782
O 1.9732 -0.3700 -2.9297  -0.9564
H 1.6491 -1.1845 -2.5454  0.4915
H 2.7241 -0.6369 -3.4599  0.4665
O 0.3255 2.5358 -2.0806  -0.9466
H 0.6073 1.7224 -2.4991  0.4717
H 0.5279 2.4112 -1.1534  0.4738
O 3.0814 1.9784 -0.7396  -0.9590
H 2.6467 1.2185 -1.1267  0.4916
H 3.7334 2.2391 -1.3901  0.4726
O -2.3675 -0.6368 -3.5415  -0.9705
H -1.7799 -0.8375 -2.8131  0.4861
H -2.6058 0.2811 -3.4118  0.4760

Forces on the atoms, in the same order (eV/Å):
B -1.926 -0.623 1.118
F 0.355 0.573 -1.012
F 1.129 2.665 -0.507
F -1.242 -2.540 3.413
F 2.165 0.463 -2.359
O 0.231 -0.182 0.247
H -0.061 0.136 0.155
H -0.141 0.085 -0.375
O 0.367 0.372 0.647
H -0.129 -0.020 -0.036
H 0.137 -0.067 -0.367
O -0.621 0.163 -0.227
H 0.389 -0.163 0.042
H 0.033 0.253 -0.054
O 0.223 -0.526 -0.713
H -0.037 -0.163 -0.093
H -0.396 -0.069 0.232
O -0.737 -0.023 0.158
H 0.692 0.067 -0.123
H 0.058 -0.139 -0.063
O -0.271 0.455 -0.012
H -0.239 0.074 0.026
H 0.229 -0.193 0.064
O 0.043 -0.405 0.218
H 0.108 -0.130 -0.043
H -0.064 0.440 -0.119
O -0.614 -0.041 -0.334
H 0.282 -0.400 0.415
H 0.076 0.118 -0.022
O 0.190 0.427 0.006
H -0.398 -0.302 0.197
H 0.145 0.000 -0.196
O -0.200 0.228 -0.320
H 0.080 -0.347 -0.217
H 0.073 0.244 0.334
O 0.157 0.035 0.204
H -0.223 -0.474 -0.198
H 0.068 0.197 -0.083
O -0.066 -0.174 -0.693
H 0.326 -0.209 0.368
H -0.191 0.192 0.318